DFT (ωB97M-V/def2-TZVPD) results for one molecule with the formula C6H10O.

For the frontier orbital gap, the calculation gives 0.376 Eh. The value obtained for the LUMO energy is 1.06 eV. The value obtained for the HOMO energy is -9.17 eV. The charge is 0. The energy above the lowest of the compared OMol25 structures with the same formula, charge and spin is 20.15 kcal per mole. The SMILES is C[C@H]1CC=CCO1. Its spin multiplicity is 1.

Last column: natural (NBO) charge in e.
CARTESIAN COORDINATES (ANGSTROEM)
C1 -2.179 0.334 0.010  -0.629
C2 -0.810 0.044 0.659  0.111
C3 -0.115 -1.274 0.212  -0.468
C4 1.374 -1.142 0.016  -0.187
C5 1.975 0.032 -0.132  -0.221
C6 1.222 1.319 -0.081  -0.090
O1 -0.092 1.251 0.394  -0.544
H1 -3.034 0.233 0.686  0.210
H2 -2.349 -0.280 -0.878  0.201
H3 -2.155 1.382 -0.324  0.236
H4 -0.905 -0.033 1.754  0.169
H5 -0.562 -1.671 -0.710  0.213
H6 -0.297 -2.055 0.964  0.219
H7 1.974 -2.051 -0.018  0.207
H8 3.047 0.103 -0.309  0.211
H9 1.747 2.037 0.563  0.183
H10 1.191 1.771 -1.085  0.179

Cartesian forces (eV/Å) of the 6 atoms listed first:
-0.12 0.02 -0.03
-0.02 -0.11 -0.03
0.00 0.05 -0.05
0.09 0.15 0.01
-0.12 -0.14 0.05
0.35 0.11 -0.05

---

DFT (ωB97M-V/def2-TZVPD) results for a 14-piece molecular cluster, C5H37NO15 overall in a non-equilibrium geometry.

For the frontier orbital gap, the calculation gives 0.359 Eh. The value obtained for the LUMO energy is -0.17 eV. The value obtained for the HOMO energy is -9.95 eV. The charge is 0. The energy above the lowest of the compared OMol25 structures with the same formula, charge and spin is 85.22 kcal per mole. Its spin multiplicity is 1.

Last column: natural (NBO) charge in e.
CARTESIAN COORDINATES (ANGSTROEM)
O1 1.389 -2.225 1.459  -0.597
C1 0.589 -1.687 2.200  0.694
N1 0.322 -0.311 2.113  -0.711
C2 -1.041 0.174 2.002  -0.269
C3 -1.583 0.438 0.615  0.070
C4 -3.072 0.697 0.659  -0.633
O2 -1.267 -0.648 -0.261  -0.736
C5 0.044 -2.419 3.389  -0.724
H1 0.981 0.102 1.442  0.427
H2 -1.716 -0.425 2.600  0.211
H3 -1.099 1.097 2.599  0.225
H4 -1.168 1.347 0.152  0.161
H5 -3.572 0.086 1.422  0.199
H6 -3.306 1.706 1.011  0.243
H7 -3.659 0.567 -0.240  0.226
H8 -0.397 -0.932 0.014  0.471
H9 -0.948 -2.036 3.639  0.213
H10 0.641 -2.392 4.300  0.252
H11 -0.114 -3.483 3.213  0.247
H12 1.517 0.863 3.425  0.502
H13 2.476 1.982 3.996  0.484
O3 1.604 1.590 4.052  -0.975
H14 2.009 0.856 -0.661  0.483
H15 2.065 -0.664 -0.427  0.513
O4 1.484 0.111 -0.350  -0.979
H16 -1.367 2.824 4.616  0.470
H17 0.159 2.607 4.349  0.505
O5 -0.642 3.074 4.041  -0.991
H18 2.094 -3.922 0.275  0.497
H19 1.587 -5.248 0.256  0.448
O6 2.282 -4.769 0.731  -0.951
H20 -1.741 -0.227 -3.266  0.490
H21 -2.605 -0.736 -2.228  0.499
O7 -2.064 -1.084 -2.946  -0.925
H22 0.173 0.202 -4.476  0.461
H23 1.184 1.394 -4.516  0.482
O8 0.749 0.720 -5.039  -0.943
H24 0.663 -3.344 -1.851  0.509
H25 0.459 -2.277 -0.839  0.464
O9 1.135 -2.812 -1.197  -0.978
H26 0.006 3.516 -2.756  0.482
H27 0.699 2.246 -2.273  0.482
O10 -0.104 2.562 -2.684  -0.961
H28 -1.374 -2.369 -2.920  0.494
H29 -1.334 -3.938 -2.969  0.468
O11 -0.796 -3.147 -2.993  -1.005
H30 -2.712 3.988 -0.673  0.486
H31 -2.103 3.007 -1.696  0.478
O12 -2.883 3.541 -1.506  -0.966
H32 4.009 -1.850 -3.004  0.491
H33 2.508 -1.710 -2.536  0.506
O13 3.420 -1.440 -2.369  -0.986
H34 -0.874 2.977 1.490  0.476
H35 -1.308 4.350 1.979  0.489
O14 -1.492 3.689 1.306  -0.963
H36 3.200 0.486 -2.116  0.498
H37 3.746 1.934 -2.033  0.470
O15 3.144 1.364 -2.522  -0.973

Cartesian forces (eV/Å) of the 6 atoms listed first:
-0.22 0.73 0.11
1.12 -0.26 0.53
0.44 -0.64 -0.27
-0.19 1.56 1.63
-0.12 0.11 -1.05
-1.08 0.00 1.35

---

DFT (ωB97M-V/def2-TZVPD) results for C26H34AlBIN9 as an isolated structure.

For the frontier orbital gap (alpha / beta), the calculation gives 0.284 / 0.324 Eh. The value obtained for the LUMO energy (alpha / beta) is -2.78 / -2.78 eV. The value obtained for the HOMO energy (alpha / beta) is -10.50 / -11.60 eV. The charge is +1. Its spin multiplicity is 2.

Last column: Mulliken spin population.
CARTESIAN COORDINATES (ANGSTROEM)
Al1 0.419 0.124 -0.036  -0.029
C1 0.196 -1.253 -3.376  0.042
C2 -0.205 0.154 -3.107  -0.015
C3 -0.721 1.062 -4.029  0.002
C4 -1.085 2.173 -3.299  0.000
N1 -0.785 1.950 -2.009  0.010
N2 -0.209 0.710 -1.883  0.017
B1 -1.211 2.643 -0.697  -0.001
N3 0.075 2.932 0.120  0.002
C5 0.571 4.107 0.515  0.000
C6 1.699 3.871 1.280  0.001
C7 1.835 2.487 1.321  0.007
C8 2.857 1.697 2.064  -0.013
N4 0.847 1.928 0.603  -0.009
N5 -2.039 1.560 0.091  -0.003
C9 -3.345 1.551 0.383  0.000
C10 -3.690 0.291 0.836  0.000
C11 -2.511 -0.451 0.795  0.002
C12 -2.304 -1.895 1.109  -0.002
N6 -1.523 0.328 0.338  0.009
N7 -2.021 3.911 -0.787  0.000
C13 -2.507 4.601 0.284  0.000
C14 -3.167 5.701 -0.186  0.000
C15 -3.036 5.626 -1.592  0.000
C16 -3.570 6.573 -2.615  0.000
N8 -2.348 4.553 -1.935  0.000
H1 0.462 -1.372 -4.425  0.001
H2 -0.632 -1.930 -3.154  0.004
H3 1.032 -1.539 -2.749  -0.006
H4 -0.841 0.910 -5.087  0.000
H5 -1.541 3.100 -3.585  0.000
H6 0.110 5.035 0.224  0.000
H7 2.331 4.604 1.751  0.000
H8 3.803 2.234 2.081  0.000
H9 3.009 0.723 1.606  0.004
H10 2.536 1.547 3.097  0.000
H11 -3.962 2.422 0.239  0.000
H12 -4.661 -0.045 1.156  0.000
H13 -3.255 -2.360 1.354  0.000
H14 -1.627 -2.030 1.954  0.001
H15 -1.879 -2.413 0.247  0.000
H16 -2.344 4.256 1.294  0.000
H17 -3.670 6.463 0.385  0.000
H18 -4.043 7.425 -2.132  0.000
H19 -4.306 6.076 -3.248  0.000
H20 -2.769 6.935 -3.258  0.000
I1 -1.458 0.715 5.736  0.000
C17 -0.248 -0.283 4.346  0.001
C18 0.551 -1.353 4.724  0.000
C19 1.310 -1.979 3.749  0.000
C20 1.230 -1.525 2.444  0.025
N9 0.461 -0.492 2.080  0.063
C21 -0.256 0.124 3.025  0.000
H21 0.581 -1.687 5.752  0.000
H22 1.955 -2.810 3.995  0.000
H23 1.788 -1.992 1.646  -0.052
H24 -0.857 0.970 2.713  0.001
C22 3.418 0.332 -1.492  0.044
C23 3.147 -1.108 -1.036  0.012
C24 3.476 -2.080 -2.182  0.036
C25 4.104 -1.459 0.125  0.097
C26 1.712 -1.251 -0.570  0.907
H25 4.452 0.461 -1.815  -0.002
H26 3.229 1.028 -0.670  0.000
H27 2.762 0.598 -2.324  -0.008
H28 4.552 -2.098 -2.362  0.001
H29 2.993 -1.778 -3.112  -0.003
H30 3.155 -3.095 -1.939  0.002
H31 5.137 -1.302 -0.192  0.004
H32 3.996 -2.505 0.419  0.002
H33 3.922 -0.832 0.998  -0.023
H34 1.401 -2.301 -0.528  -0.130

Cartesian forces (eV/Å) of the 6 atoms listed first:
-0.27 -0.03 0.18
0.04 0.08 0.08
-0.02 0.20 0.14
-0.12 0.06 -0.04
0.06 -0.10 0.19
-0.07 0.09 -0.20

---

DFT (ωB97M-V/def2-TZVPD) results for C28H40BrIN3O2Si2TeV as an isolated structure in a non-equilibrium geometry.

For the frontier orbital gap (alpha / beta), the calculation gives 0.241 / 0.256 Eh. The value obtained for the LUMO energy (alpha / beta) is -3.15 / -3.42 eV. The value obtained for the HOMO energy (alpha / beta) is -9.71 / -10.38 eV. The charge is +1. The energy above the lowest of the compared OMol25 structures with the same formula, charge and spin is 25.12 kcal per mole. Its spin multiplicity is 4.

Last column: Mulliken spin population.
CARTESIAN COORDINATES (ANGSTROEM)
V1 -1.084 1.095 -0.424  2.871
C1 -1.984 1.520 4.069  0.007
C2 -0.586 1.774 3.594  0.003
N1 0.312 2.169 4.458  0.028
C3 1.584 2.372 4.057  0.000
C4 2.003 2.247 2.763  0.020
C5 3.464 2.417 2.422  0.003
O1 4.016 1.250 1.812  0.001
C6 1.048 1.868 1.770  0.027
C7 1.480 1.775 0.416  0.096
N2 0.801 1.370 -0.636  -0.091
C8 1.490 1.247 -1.870  0.018
C9 2.877 1.029 -1.923  0.001
C10 3.556 0.953 -3.123  0.004
C11 2.873 1.060 -4.325  -0.001
C12 1.497 1.199 -4.310  0.004
C13 0.823 1.281 -3.101  -0.006
I1 -1.296 1.398 -3.219  -0.007
C14 -0.275 1.566 2.211  -0.007
O2 -1.185 1.125 1.412  -0.043
H1 -1.982 1.423 5.151  -0.001
H2 -2.389 0.616 3.614  -0.001
H3 -2.644 2.348 3.798  -0.002
H4 2.286 2.645 4.837  0.001
H5 4.017 2.675 3.328  0.000
H6 3.616 3.231 1.711  0.002
H7 3.948 0.522 2.439  0.000
H8 2.500 2.093 0.248  0.019
H9 3.428 0.883 -1.002  -0.001
H10 4.625 0.790 -3.115  0.000
H11 3.399 1.011 -5.269  0.000
H12 0.937 1.235 -5.234  0.001
C15 -0.594 6.618 -0.456  0.000
C16 -1.458 5.394 -0.376  0.001
C17 -2.835 5.468 -0.187  0.027
C18 -3.593 4.307 -0.119  -0.025
C19 -2.924 3.113 -0.238  0.036
Br1 -3.799 1.424 -0.228  0.015
N3 -1.612 3.002 -0.407  -0.064
C20 -0.896 4.129 -0.480  0.057
H13 -1.197 7.521 -0.510  0.000
H14 0.055 6.576 -1.332  0.000
H15 0.048 6.690 0.424  -0.001
H16 -3.322 6.430 -0.098  0.002
H17 -4.665 4.325 0.020  0.000
H18 0.170 4.011 -0.635  0.002
C21 0.665 -1.735 2.765  -0.006
Si1 1.166 -3.117 1.596  0.001
C22 0.125 -4.666 1.860  0.000
C23 2.967 -3.621 1.854  0.001
C24 1.099 -2.504 -0.208  0.024
Te1 -0.582 -1.455 -1.038  -0.041
C25 -1.985 -3.050 -0.691  0.021
Si2 -2.234 -4.061 -2.295  0.001
C26 -0.587 -4.437 -3.144  -0.001
C27 -3.290 -2.950 -3.396  -0.002
C28 -3.057 -5.706 -1.905  0.000
H19 1.010 -1.933 3.783  0.000
H20 -0.419 -1.609 2.802  -0.002
H21 1.105 -0.792 2.442  0.008
H22 0.367 -5.086 2.839  0.000
H23 0.360 -5.428 1.113  0.000
H24 -0.952 -4.490 1.840  0.000
H25 3.151 -3.853 2.906  0.000
H26 3.678 -2.850 1.551  0.000
H27 3.194 -4.522 1.279  0.000
H28 1.202 -3.363 -0.875  -0.002
H29 1.954 -1.849 -0.401  -0.001
H30 -2.922 -2.593 -0.374  0.000
H31 -1.595 -3.639 0.137  0.001
H32 0.009 -3.538 -3.298  0.001
H33 -0.770 -4.885 -4.124  0.000
H34 0.007 -5.150 -2.568  0.000
H35 -2.850 -1.952 -3.477  0.002
H36 -4.300 -2.842 -2.992  0.000
H37 -3.381 -3.355 -4.405  0.000
H38 -2.417 -6.327 -1.276  0.000
H39 -3.236 -6.250 -2.835  0.000
H40 -4.016 -5.585 -1.400  0.000

Cartesian forces (eV/Å) of the 6 atoms listed first:
-1.99 -1.82 -1.67
0.01 -0.06 0.00
-0.01 -0.01 0.14
-0.21 -0.09 0.01
0.24 0.02 -0.11
0.03 -0.03 -0.05

---

For reference, E by record: -309.8103; -1396.0559; -2068.9483; -6068.3159 hartree.